This record from the OMol25 dataset describes a molecular structure, C20H24N5O6Re. The level of theory is ωB97M-V/def2-TZVPD.

Values from the calculation:
Molecular weight   616.65 g/mol
E_HOMO (spin up / spin down)   -17.32 / -17.32 eV
Net charge   +3
2S+1   2
HOMO-LUMO gap (spin up / spin down)   6.559 / 6.529 eV

Last column: Mulliken spin population.
CARTESIAN COORDINATES (ANGSTROEM)
H1 -1.24 -5.88 -0.35  -0.0002
H2 -2.51 3.26 -1.88  0.0000
C1 -3.65 -5.00 0.65  -0.0001
H3 1.99 4.30 -3.69  0.0000
H4 1.74 3.56 -1.33  0.0001
C2 4.14 -3.20 2.42  -0.0004
H5 -4.33 -5.47 -0.06  0.0004
H6 -2.42 -5.71 -1.65  -0.0001
H7 -0.20 5.59 -0.11  0.0000
N1 -2.59 -4.31 -0.11  0.0015
N2 3.72 -2.48 0.09  -0.0011
H8 2.72 -3.14 3.73  -0.0002
C3 -0.69 1.81 1.79  -0.0100
H9 -2.03 4.46 3.30  0.0002
H10 -4.19 -4.30 1.27  0.0002
Re1 -0.18 -1.15 -0.28  0.8784
C4 -0.39 3.35 -1.50  -0.0081
C5 1.01 4.06 -3.29  -0.0006
C6 -0.92 5.27 0.64  -0.0001
C7 -1.12 3.86 3.35  -0.0007
N3 -0.55 2.96 -0.12  0.0038
C8 3.00 -1.73 -2.18  -0.0020
H11 -3.19 -5.77 1.27  -0.0001
C9 -1.76 -5.16 -0.98  -0.0017
O1 0.81 -2.52 3.35  0.0255
H12 -1.07 -4.56 -1.55  0.0014
H13 -0.29 4.51 3.61  0.0002
C10 -2.46 -3.04 -0.02  0.0166
C11 -1.53 3.48 -2.29  0.0037
O2 -1.58 -2.36 -0.74  0.0039
C12 2.81 -2.01 -0.74  -0.0085
C13 -0.87 3.18 2.05  0.0024
H14 3.96 -1.26 -2.36  0.0000
C14 0.79 -2.20 2.21  0.0082
H15 -3.15 -2.49 0.61  0.0031
H16 -0.01 4.53 -5.12  0.0000
C15 3.21 -2.65 1.36  -0.0035
C16 -0.12 4.19 -4.10  0.0004
H17 -2.25 4.01 -4.23  0.0000
O3 3.66 -3.39 3.63  -0.0001
H18 2.98 -2.67 -2.75  0.0013
N4 1.66 -1.84 -0.02  -0.0344
C17 0.88 3.64 -1.98  0.0038
H19 -0.72 1.01 2.51  -0.0027
H20 -1.24 3.12 4.14  0.0000
C18 1.93 -2.25 1.29  -0.0103
H21 -1.93 5.48 0.29  -0.0001
H22 2.21 -1.08 -2.56  0.0016
H23 -0.74 5.79 1.57  -0.0001
O4 -0.33 -1.76 1.57  0.0406
C19 -0.49 1.74 0.43  0.0286
O5 -0.27 0.67 -0.38  0.0637
O6 5.26 -3.44 2.07  -0.0009
N5 -0.77 3.84 0.89  -0.0030
C20 -1.38 3.90 -3.60  -0.0005
H24 4.69 -2.72 -0.13  -0.0004


This record from the OMol25 dataset describes 14 unconnected molecules or ions with the total composition C4H33N2O13 at a distorted geometry. The level of theory is ωB97M-V/def2-TZVPD.

Values from the calculation:
Molecular weight   317.31 g/mol
E_HOMO   -12.43 eV
Net charge   +1
HOMO-LUMO gap   10.109 eV

Last column: Mulliken charge in e.
CARTESIAN COORDINATES (ANGSTROEM)
H1 -0.80 0.14 -1.15  0.5378
C1 2.32 -0.59 -1.37  0.7154
N1 1.13 -0.36 -0.61  0.5654
H2 2.03 -4.34 -2.26  0.2942
O1 -0.13 3.69 -2.63  -0.5819
O2 0.22 -0.24 4.27  -0.6566
H3 0.80 2.31 1.89  0.2829
H4 -0.47 -3.15 -2.02  0.2790
O3 1.45 2.01 2.58  -0.6649
H5 0.42 0.57 3.77  0.2839
H6 -0.49 5.08 0.82  0.2996
O4 -0.86 0.96 1.31  -0.6727
N2 0.57 -0.48 -2.70  0.0540
H7 4.48 -0.99 -1.21  0.4801
O5 -0.76 -2.52 -2.71  -0.5746
H8 -1.67 -0.51 0.84  0.2526
O6 1.86 -1.44 2.00  -0.5544
C2 1.97 -0.74 -2.65  -0.8575
H9 1.42 -2.30 1.90  0.3107
H10 -3.32 3.16 -1.65  0.2666
H11 0.35 0.05 5.12  0.3054
O7 1.84 -4.55 -1.34  -0.5617
H12 -1.16 0.50 2.09  0.4169
H13 2.62 -5.17 -1.32  0.2862
C3 3.65 -0.71 -0.68  -1.2560
O8 -2.42 3.15 -1.53  -0.7994
O9 -3.26 1.52 0.30  -0.7179
H14 2.29 2.51 2.33  0.3149
H15 2.63 -1.14 -3.33  0.5138
O10 -0.73 4.50 0.03  -0.6539
O11 -2.15 -0.60 2.93  -0.5622
H16 -1.14 -3.07 -3.47  0.2928
H17 0.09 4.15 -0.37  0.3015
H18 -1.67 -0.70 3.78  0.3163
H19 -0.40 -3.21 0.25  0.2628
H20 1.57 -0.99 2.67  0.2161
H21 -2.88 2.00 -0.38  0.4419
H22 -2.51 -2.01 0.72  0.2466
H23 -1.69 1.50 1.17  0.3759
H24 -0.90 -3.12 1.96  0.2517
H25 3.39 -1.32 0.17  0.2376
H26 4.13 0.35 -0.53  0.2493
H27 1.01 -0.45 0.49  0.1666
O12 -2.14 -1.22 0.38  -0.5091
H28 -2.10 3.84 -0.87  0.3929
H29 -1.00 3.54 -2.90  0.2999
H30 0.16 -0.65 -3.55  0.1779
C4 0.09 -0.31 -1.48  -0.4624
H31 -3.25 0.56 0.20  0.4238
H32 0.29 4.53 -2.80  0.2828
O13 -0.32 -2.90 1.25  -0.5430
H33 -3.03 -0.41 3.28  0.2327


> Which value of molecular weight does entry 2 give?

317.31 g/mol